C4H12N2O | wB97M-V/def2-TZVPD

Geometry as XYZ:
```
19
Properties=species:S:1:pos:R:3:lowdin_charge:R:1
O 3.01 -1.50 -0.26 -0.09
N -0.86 0.84 -2.66 0.10
N 0.46 -0.05 -0.95 -0.01
C 0.04 -0.05 -2.15 -0.31
C -0.94 0.46 2.56 -0.12
C -0.48 0.34 0.12 -0.27
C 0.00 -0.11 1.48 -0.25
H -1.32 1.46 2.38 0.06
H -0.65 1.43 0.13 0.10
H -0.93 1.73 -2.20 0.09
H 0.22 -0.92 -2.78 0.12
H 3.13 -2.41 -0.51 0.02
H 2.24 -1.20 -0.77 -0.02
H -1.45 -0.10 -0.14 0.12
H -1.84 -0.15 2.62 0.07
H 0.97 0.31 1.72 0.10
H -1.12 0.76 -3.63 0.09
H -0.44 0.36 3.53 0.07
H -0.04 -1.20 1.52 0.11
```

- ΔE to the lowest compared entry with this formula, charge and spin: 1.654 eV
- Calculated total energy: -344.32425 hartree
- Gap between HOMO and LUMO: 9.45 eV
- SMILES: CCC/N=C\N.O
- HOMO: -8.7 eV